(1)
{
  "formula": "C24H42Br16F5NbO2PS",
  "method": "ωB97M-V with the def2-TZVPD basis set",
  "species": ["O", "P", "O", "S", "Nb", "C", "F", "F", "C", "C", "C", "C", "C", "C", "F", "F", "F", "C", "H", "H", "H", "H", "H", "H", "H", "H", "H", "H", "Br", "C", "C", "Br", "H", "H", "H", "H", "Br", "C", "C", "Br", "H", "H", "H", "H", "Br", "C", "C", "Br", "H", "H", "H", "H", "Br", "C", "C", "Br", "H", "H", "H", "H", "Br", "C", "C", "Br", "H", "H", "H", "H", "Br", "C", "C", "Br", "H", "H", "H", "H", "Br", "C", "C", "Br", "H", "H", "H", "H", "Br", "C", "C", "Br", "H", "H", "H", "H"],
  "coordinates": [[-1.14201, 0.88785, 5.34027], [-0.02993, 2.06139, 5.50834], [-0.63203, 3.23643, 6.48478], [1.54692, 1.29515, 6.39115], [0.73591, 3.24624, 3.26752], [-0.91409, 2.12925, 2.06200], [-2.13829, 2.08784, 2.70904], [-1.20250, 2.76328, 0.84150], [-0.46856, 0.73762, 1.67201], [-1.19980, -0.38230, 2.03039], [-0.72385, -1.62812, 1.63396], [0.48426, -1.73993, 0.92650], [1.22433, -0.60232, 0.62432], [2.55730, -0.66420, -0.06287], [3.23366, -1.76429, 0.34367], [2.50027, -0.65152, -1.39059], [3.30893, 0.36713, 0.34710], [0.71291, 0.63734, 0.96859], [-0.81809, 0.12985, 5.84808], [0.08246, 3.86816, 6.62950], [-0.35719, 4.69894, 3.61927], [2.04086, 4.24245, 4.09224], [1.98288, 1.92447, 3.13807], [1.25805, 3.87734, 1.65051], [-2.09506, -0.29405, 2.63212], [-1.28119, -2.49994, 1.93924], [0.86302, -2.71678, 0.66742], [1.26296, 1.53386, 0.71991], [6.07101, -4.83250, 0.07948], [6.19297, -3.29027, -1.09979], [5.84038, -3.64345, -2.51760], [7.28847, -4.60097, -3.40396], [7.19833, -2.89530, -0.99847], [5.47914, -2.57154, -0.70215], [5.69328, -2.74217, -3.10800], [4.95873, -4.27032, -2.59312], [0.11681, 6.12433, -1.03773], [-0.02197, 5.43600, -2.85018], [-0.72691, 4.10644, -2.88486], [0.42449, 2.66927, -2.27590], [0.98630, 5.38726, -3.24787], [-0.59277, 6.18327, -3.39825], [-0.99526, 3.84504, -3.90718], [-1.61507, 4.08146, -2.26109], [5.69631, 3.19382, -0.22912], [6.98239, 2.79979, 1.17708], [6.41750, 1.84908, 2.19903], [5.17438, 2.73502, 3.39788], [7.27961, 3.75025, 1.60732], [7.83257, 2.35090, 0.66678], [7.21141, 1.46796, 2.83863], [5.88294, 1.01645, 1.75176], [-1.17578, -1.37531, -0.72746], [-2.63483, -1.41088, -2.09021], [-2.08589, -1.43366, -3.49549], [-1.42364, 0.32597, -4.00511], [-3.26608, -0.54809, -1.89175], [-3.19613, -2.32102, -1.88561], [-2.86700, -1.67090, -4.21393], [-1.26087, -2.12793, -3.62471], [-4.13382, -4.22677, -3.59124], [-5.56136, -4.24704, -4.91116], [-5.01629, -4.26573, -6.31345], [-4.35463, -2.51559, -6.84540], [-6.18818, -3.38478, -4.70985], [-6.12426, -5.15588, -4.70988], [-5.80438, -4.50282, -7.02480], [-4.19549, -4.96412, -6.43706], [-7.74519, 1.57215, 2.66958], [-6.43921, 1.52594, 4.11632], [-5.02899, 1.62546, 3.60325], [-4.42401, -0.04932, 2.82934], [-6.62276, 0.61378, 4.67395], [-6.67637, 2.38536, 4.73973], [-4.33837, 1.82359, 4.42041], [-4.90382, 2.38423, 2.83843], [11.77002, -3.72964, -2.37864], [11.64075, -4.37851, -4.20755], [10.98460, -5.73135, -4.27087], [12.20316, -7.14131, -3.70844], [12.64641, -4.37766, -4.61417], [11.03801, -3.63909, -4.73036], [10.71691, -5.97945, -5.29554], [10.10340, -5.80823, -3.64146], [-10.98903, 4.26480, 2.57577], [-12.31986, 2.86338, 2.78906], [-11.68931, 1.49719, 2.83051], [-11.14724, 0.90186, 1.06196], [-13.02842, 2.97562, 1.97533], [-12.81453, 3.08104, 3.73318], [-12.41041, 0.75761, 3.17207], [-10.80430, 1.45605, 3.45849]],
  "forces_ev_per_a": [[-0.361, 0.440, 0.488], [0.568, -0.373, -0.529], [-0.735, -0.544, -0.120], [0.081, 0.005, 0.013], [0.276, -0.095, -0.389], [0.117, 0.572, -0.909], [-0.083, -0.198, 0.076], [-0.215, 0.080, -0.013], [-0.774, 0.628, 0.689], [0.916, -0.386, 0.573], [1.034, 0.487, 1.812], [1.065, -0.309, 1.761], [-0.435, 0.207, 0.269], [-0.362, 0.151, 1.687], [0.136, -0.475, -0.577], [0.161, -0.152, -0.416], [0.306, 0.322, -0.498], [0.569, -0.070, -0.233], [-0.058, -0.036, 0.111], [0.046, 0.053, 0.074], [0.399, 0.155, 0.708], [-0.133, 0.337, -0.278], [0.483, 0.293, 0.621], [-0.301, -0.571, -0.157], [0.451, 0.035, -0.210], [0.052, -0.251, -0.261], [0.033, -0.086, -0.017], [-0.006, 0.097, -0.005], [0.081, 0.004, -0.034], [-0.208, -0.033, 0.239], [0.136, 0.160, -0.143], [-0.020, -0.081, -0.032], [0.022, -0.014, -0.074], [-0.035, -0.003, -0.055], [0.007, 0.028, 0.035], [0.001, -0.025, 0.066], [0.077, -0.042, -0.024], [-0.179, 0.243, 0.165], [0.125, -0.239, -0.106], [0.203, 0.180, 0.172], [0.001, -0.076, -0.015], [-0.023, -0.043, -0.038], [-0.008, 0.058, -0.015], [0.019, 0.064, 0.045], [0.000, 0.056, 0.041], [0.011, -0.155, -0.275], [-0.031, 0.141, 0.365], [-0.040, -0.046, -0.098], [-0.037, -0.007, 0.067], [0.007, -0.022, 0.030], [0.063, -0.007, -0.077], [0.009, 0.027, -0.080], [-3.098, -0.380, -4.341], [0.737, 0.057, 0.145], [-0.427, 0.235, -0.121], [-0.012, -0.236, -0.116], [0.024, 0.018, -0.108], [0.095, 0.087, 0.027], [0.027, 0.012, -0.025], [0.012, 0.000, 0.095], [-0.143, -0.150, -0.081], [0.089, -0.241, 0.171], [-0.118, 0.224, -0.172], [0.071, -0.044, 0.028], [0.016, 0.039, -0.068], [-0.003, -0.013, -0.051], [-0.031, -0.018, 0.037], [0.004, -0.022, 0.064], [-0.042, -0.094, 0.042], [-0.110, 0.210, -0.059], [0.199, -0.153, 0.115], [-0.775, -0.048, 0.012], [0.054, -0.033, -0.019], [0.046, 0.021, -0.007], [0.006, 0.016, -0.001], [-0.014, 0.015, -0.001], [0.071, -0.024, -0.026], [-0.189, 0.200, 0.157], [0.120, -0.195, -0.141], [-0.044, 0.000, 0.050], [0.004, -0.070, -0.015], [-0.046, -0.045, -0.018], [0.010, 0.060, -0.020], [0.037, 0.080, 0.041], [-0.045, -0.007, -0.070], [0.131, 0.179, 0.179], [-0.104, -0.184, -0.132], [0.049, 0.028, 0.013], [0.003, -0.062, -0.024], [-0.003, -0.056, 0.014], [-0.034, 0.037, 0.016], [0.025, 0.075, -0.017]],
  "lowdin_charge": [-0.33, 0.00, -0.35, 0.09, 1.09, -0.56, -0.08, -0.09, -0.21, -0.12, -0.25, -0.26, -0.19, -0.58, 0.12, 0.16, 0.12, -0.06, 0.03, 0.03, -0.14, -0.17, -0.12, -0.11, -0.02, 0.11, 0.12, 0.08, 0.61, -0.69, -0.69, 0.60, 0.05, 0.04, 0.06, 0.05, 0.60, -0.71, -0.69, 0.61, 0.04, 0.05, 0.05, 0.06, 0.60, -0.71, -0.71, 0.59, 0.04, 0.05, 0.05, 0.04, 1.07, -0.61, -0.73, 0.59, 0.06, -0.02, -0.02, 0.05, 0.72, -0.68, -0.70, 0.63, 0.05, 0.06, 0.05, 0.05, 0.61, -0.68, -0.67, 0.74, 0.05, 0.06, 0.06, 0.06, 0.60, -0.70, -0.71, 0.60, 0.05, 0.06, 0.06, 0.01, 0.60, -0.70, -0.71, 0.59, 0.05, 0.05, 0.06, 0.02],
  "charge": -1,
  "e_tot_ev": -1185603.0289,
  "homo_energy_ev": -5.1
}



(2)
{
  "formula": "C24H42Cl3CuN4O3Si",
  "method": "ωB97M-V with the def2-TZVPD basis set",
  "species": ["C", "C", "H", "H", "H", "C", "C", "H", "H", "H", "H", "Cu", "Cl", "Cl", "C", "O", "N", "C", "C", "H", "H", "H", "H", "H", "H", "H", "H", "H", "C", "C", "N", "H", "C", "O", "H", "H", "H", "H", "O", "C", "C", "C", "H", "C", "H", "C", "H", "C", "C", "H", "H", "H", "Si", "Cl", "C", "C", "C", "H", "H", "H", "H", "H", "H", "H", "H", "H", "C", "N", "C", "C", "N", "C", "H", "H", "H", "H", "H", "H"],
  "coordinates": [[2.41194, -2.72812, -0.94328], [2.42587, -1.80567, -2.13603], [1.77091, -3.61701, -1.09490], [2.06489, -2.15641, -0.07509], [3.44536, -3.04657, -0.71331], [2.44080, -2.27366, -3.38499], [2.48651, -3.71782, -3.76984], [2.41814, -1.60340, -4.24262], [1.79125, -4.33887, -3.18884], [3.48685, -4.16194, -3.65449], [2.23049, -3.81580, -4.83210], [2.84378, 1.04427, 0.63637], [2.83285, 3.18148, 1.25056], [4.70018, 1.24906, -0.66710], [-0.47079, 3.70113, 2.73073], [-1.13956, 2.82700, 3.32499], [-0.98517, 4.48782, 1.76098], [-2.39249, 4.38370, 1.41525], [-0.12801, 5.32197, 0.92359], [0.59795, 3.90692, 2.91936], [-2.98216, 4.18065, 2.31978], [-2.53827, 3.59085, 0.65791], [-2.71211, 5.34401, 0.99484], [0.80685, 5.52459, 1.46063], [-0.64824, 6.26309, 0.69744], [0.11335, 4.82279, -0.03163], [0.09564, -4.76096, 2.13480], [-1.99059, -5.69770, 0.02363], [-0.81481, -5.33766, 2.35357], [-2.71661, -5.29780, 0.73104], [-2.00303, -4.69674, 1.83569], [-0.91641, -5.43354, 3.44137], [-2.46505, -3.55902, 2.40383], [-3.35202, -2.86550, 1.93035], [-3.33490, -4.54955, 0.23483], [-1.93656, -3.29131, 3.34894], [-0.72092, -6.31005, 1.87566], [-3.34780, -6.12078, 1.09038], [2.26818, -0.18718, -0.48644], [2.53555, -0.28927, -1.82356], [0.81673, 0.18363, -3.63833], [1.83478, 0.66526, -2.81598], [0.40028, -0.80033, -3.42921], [0.29207, 0.90950, -4.71226], [3.62954, 0.02632, -1.85356], [2.26816, 1.98189, -2.99912], [-0.43312, 0.45326, -5.39093], [0.76257, 2.20346, -4.91153], [1.69426, 2.74480, -4.02082], [3.03634, 2.37661, -2.33243], [0.39268, 2.78084, -5.75791], [2.01323, 3.77492, -4.16666], [-2.38770, 0.24386, -0.98271], [-1.19392, -1.43734, -1.17395], [-3.18265, 0.37640, -2.63745], [-0.92426, 1.48965, -0.95059], [-2.80594, 0.28018, 0.82752], [-2.99827, 1.34070, -3.12392], [-4.26015, 0.22475, -2.59802], [-2.74633, -0.38467, -3.29935], [-2.76549, -0.77130, 1.16199], [-3.80660, 0.65691, 1.05412], [-2.08696, 0.85069, 1.45264], [-0.36050, 1.37125, -1.88050], [-0.25700, 1.23139, -0.12097], [-1.23567, 2.51313, -0.85757], [0.34721, 1.29603, 5.45087], [0.69745, 0.69061, 4.16878], [0.20385, -0.49186, 3.64673], [0.78546, -0.64455, 2.39894], [1.66733, 0.41527, 2.18321], [1.57199, 1.21300, 3.27134], [-0.40269, 2.07901, 5.28423], [-0.05304, 0.53027, 6.12946], [1.23688, 1.77623, 5.87772], [-0.47337, -1.11593, 4.21687], [0.48945, -1.35801, 1.64142], [2.06155, 2.15719, 3.43571]],
  "forces_ev_per_a": [[0.101, -0.059, 0.172], [0.028, 0.484, -0.752], [0.371, 0.312, -0.051], [0.031, -0.291, -0.265], [-0.348, -0.088, -0.069], [0.060, -0.092, -0.029], [-0.025, -0.459, -0.243], [0.176, 0.118, 0.328], [0.111, 0.093, -0.101], [-0.124, 0.097, 0.075], [-0.036, -0.140, 0.177], [0.834, 1.135, -0.053], [-0.089, 0.872, 0.449], [1.267, 0.700, 0.752], [-1.148, -0.974, 0.166], [1.001, 1.505, -0.702], [0.122, 0.158, 0.235], [0.075, -0.154, -0.158], [0.045, -0.135, -0.073], [-0.220, -0.174, 0.006], [0.225, -0.147, -0.362], [-0.169, 0.274, 0.393], [0.041, -0.187, 0.020], [-0.206, -0.076, -0.280], [0.161, -0.159, 0.163], [-0.022, 0.122, 0.397], [-0.209, -0.125, -0.005], [-0.086, 0.027, -0.117], [0.106, 0.226, 0.256], [0.095, -0.064, -0.171], [-0.230, 0.376, 0.212], [0.247, -0.263, -0.175], [-0.104, 0.344, -0.501], [0.131, -0.378, 0.564], [0.107, -0.064, 0.113], [-0.087, -0.071, -0.352], [0.040, -0.086, 0.256], [0.012, 0.082, -0.101], [-2.393, -0.489, 0.013], [1.610, -0.584, 0.002], [-0.596, -0.154, -0.329], [-0.141, -0.662, 0.012], [0.257, 0.190, -0.133], [0.464, 0.035, 0.450], [-1.187, -0.938, -1.029], [-0.337, -0.156, -0.078], [0.120, 0.191, 0.263], [-0.107, 0.017, 0.062], [0.158, 0.057, -0.105], [-0.183, 0.007, -0.262], [0.103, 0.049, 0.208], [0.023, -0.135, 0.047], [3.840, 1.606, 0.714], [-0.003, -1.193, 0.046], [-1.094, -0.008, -0.543], [-0.522, -0.837, -0.605], [-1.181, -0.632, 0.637], [0.029, -0.021, 0.361], [-0.189, -0.075, -0.235], [-0.116, 0.110, 0.357], [-0.241, 0.431, 0.046], [-0.058, -0.063, 0.158], [-0.236, -0.174, -0.810], [-0.052, 0.258, 0.201], [-0.094, 0.019, -0.102], [-0.160, 0.726, 0.076], [-0.085, 0.235, -0.156], [0.562, -0.377, -0.155], [0.501, 0.376, -0.597], [-0.124, 0.975, 0.918], [-0.953, 0.547, 1.572], [-0.815, -1.811, -0.447], [0.078, -0.317, -0.001], [0.271, 0.230, -0.219], [-0.173, -0.331, 0.005], [0.002, 0.215, -0.249], [0.528, 0.049, -0.038], [0.212, -0.107, -0.230]],
  "lowdin_charge": [-0.06, -0.22, 0.07, 0.05, 0.09, -0.15, -0.12, 0.10, 0.06, 0.07, 0.06, 0.03, -0.02, 0.05, -0.31, -0.05, -0.19, -0.05, -0.07, 0.10, 0.09, 0.08, 0.08, 0.07, 0.08, 0.09, 0.09, 0.09, -0.06, -0.05, -0.20, 0.09, -0.33, -0.01, 0.09, 0.14, 0.08, 0.09, -0.40, -0.43, -0.11, -0.16, 0.08, -0.10, 0.01, -0.03, 0.10, -0.12, -0.09, 0.07, 0.09, 0.09, 0.19, 0.38, -0.22, -0.21, -0.21, 0.04, 0.01, 0.02, -0.01, 0.02, 0.03, 0.00, 0.03, 0.00, -0.02, -0.13, -0.06, -0.09, -0.01, -0.18, 0.07, 0.09, 0.09, 0.10, 0.09, 0.07],
  "charge": -1,
  "e_above_lowest_kcal_mol": 52.29,
  "e_tot_ev": -127761.2835,
  "multiplicity": 2,
  "homo_energy_ev": [-4.3, -4.3]
}



Respective max |F| values: 5.35, 4.22 eV/Å.